Version w
DFT (ωB97M-V/def2-TZVPD) results for 2 unconnected molecules or ions with the total composition C4H13NOS2.

```
21
Properties=species:S:1:pos:R:3:mulliken_spin:R:1
N 0.300 -2.259 -0.460 0.022
C 1.504 -1.380 -0.351 0.009
C 1.947 -1.397 1.117 0.011
C 1.268 0.076 -0.845 0.014
S -0.499 0.469 -0.747 0.479
S -0.681 2.475 -0.712 0.381
C -1.237 3.002 0.935 0.017
H 0.631 -3.127 -0.861 -0.001
H -0.542 -1.941 -0.920 0.004
H 2.180 -1.830 -1.073 0.002
H 1.245 -1.978 1.699 0.000
H 2.184 -0.424 1.534 -0.001
H 2.852 -2.008 1.205 0.001
H 1.513 0.166 -1.905 0.022
H 1.733 0.790 -0.172 0.009
H -2.021 2.369 1.335 0.006
H -0.379 3.123 1.589 0.027
H -1.583 4.006 0.705 -0.001
H -0.788 -3.380 1.070 -0.001
H -1.088 -2.421 2.156 0.000
O -1.137 -3.366 1.976 0.000
```

Summary:
* <S²>: 0.755
* multiplicity: 2
* charge: +1
* Kohn-Sham gap (spin up / spin down): 9.42 / 5.08 eV
* E_HOMO (spin up / spin down): -13.58 / -13.47 eV

Version x
DFT (ωB97M-V/def2-TZVPD) results for 2 unconnected molecules or ions with the total composition C4H13NOS2.

```
21
Properties=species:S:1:pos:R:3:mulliken_spin:R:1
S -2.601 -0.410 -1.805 0.364
S -1.936 -0.945 -0.045 0.563
C -0.171 -1.375 -0.385 -0.020
C 0.591 -0.085 -0.661 0.046
C 0.662 0.907 0.476 0.007
N 1.631 0.440 1.472 0.027
C 1.620 1.248 2.688 -0.003
H -3.413 0.628 -1.498 0.010
H -0.181 -2.012 -1.267 0.006
H 0.124 -1.855 0.549 0.006
H 0.218 0.338 -1.587 -0.005
H 1.615 -0.319 -0.959 0.001
H 1.059 1.862 0.141 -0.001
H -0.266 1.197 0.996 -0.003
H 1.561 -0.548 1.669 -0.001
H 0.665 1.207 3.207 0.002
H 1.790 2.268 2.380 0.001
H 2.394 0.903 3.360 0.000
H 4.678 1.764 0.504 0.000
H 3.854 0.565 0.195 0.000
O 4.086 1.431 -0.182 0.000
```

Summary:
* <S²>: 0.754
* multiplicity: 2
* charge: +1
* Kohn-Sham gap (spin up / spin down): 8.14 / 4.12 eV
* E_HOMO (spin up / spin down): -12.30 / -12.16 eV

Most favorable first, least favorable last: version x, version w

Version w
DFT (ωB97M-V/def2-TZVPD) results for a single C3H7NS molecule.

```
12
Properties=species:S:1:pos:R:3:mulliken_charge:R:1
C -1.440 -1.213 1.598 -0.697
C 1.513 0.644 -0.424 -0.010
C 1.028 0.976 -1.911 -0.818
H -1.899 -0.421 2.371 0.241
H -2.403 -1.989 1.211 0.243
H -0.569 -1.676 2.144 0.257
H 2.378 1.075 0.025 0.366
H 0.011 0.393 -2.032 0.291
H 0.795 2.157 -1.940 0.212
H 1.897 0.822 -2.620 0.283
N 0.754 0.258 0.512 -0.337
S -0.756 -0.288 0.105 -0.031
```

Summary:
* Kohn-Sham gap: 9.46 eV
* E_HOMO: -8.39 eV
* SMILES: C/C=N\SC

Version x
DFT (ωB97M-V/def2-TZVPD) results for a single C3H7NS molecule.

```
12
Properties=species:S:1:pos:R:3:mulliken_charge:R:1
C -0.440 -0.788 -0.306 -0.311
C -0.137 0.449 -1.074 -0.528
C 0.849 -0.107 -0.024 -0.157
H -1.383 -1.407 1.403 0.231
H -1.569 0.337 0.988 0.284
H -0.403 -1.637 -0.990 0.335
H 0.397 0.163 -2.044 0.256
H -0.528 1.492 -0.893 0.270
H 1.796 -0.580 -0.370 0.341
H 2.008 1.806 1.172 0.142
N -1.443 -0.697 0.689 -0.577
S 0.852 0.969 1.448 -0.286
```

Summary:
* Kohn-Sham gap: 9.31 eV
* E_HOMO: -8.50 eV
* SMILES: N[C@H]1C[C@H]1S

Version y
DFT (ωB97M-V/def2-TZVPD) results for 2 unconnected molecules or ions with the total composition C3H7NS.

```
12
Properties=species:S:1:pos:R:3:mulliken_charge:R:1
C 1.808 0.679 0.510 -0.388
C 0.946 1.207 -0.307 -0.413
C -1.505 -0.077 -0.015 -0.781
N -0.678 -0.338 -1.075 -0.218
S -0.004 -1.793 -1.223 -0.103
H 2.768 1.111 0.729 0.272
H 1.661 -0.269 0.896 0.213
H 0.587 2.173 -0.377 0.394
H -2.420 -0.513 -0.415 0.332
H -1.281 -0.726 0.904 0.269
H -1.634 0.924 0.279 0.294
H -0.248 -2.379 0.094 0.129
```

Summary:
* Kohn-Sham gap (spin up / spin down): 8.14 / 8.50 eV
* E_HOMO (spin up / spin down): -8.00 / -7.88 eV

Most favorable first, least favorable last: version x, version w, version y

Version w
DFT (ωB97M-V/def2-TZVPD) results for 3 unconnected molecules or ions with the total composition C2H6N4O2.

```
14
Properties=species:S:1:pos:R:3:mulliken_charge:R:1
C 2.984 -1.158 0.359 0.159
C 3.358 1.525 -1.498 0.537
N 2.311 1.718 -0.953 -0.420
N -4.947 0.621 1.939 -0.567
N 5.192 -0.326 0.518 -0.461
N 4.163 -0.668 -0.035 0.174
O 1.844 -0.755 0.267 -0.517
O 4.446 1.450 -1.819 -0.417
H 3.171 -2.222 0.292 0.318
H -4.133 0.157 2.019 0.181
H 1.533 1.321 -0.542 0.324
H -5.741 0.078 2.157 0.193
H -5.035 1.555 2.232 0.193
H 5.833 -0.240 -0.278 0.303
```

Summary:
* Kohn-Sham gap: 9.23 eV
* E_HOMO: -9.60 eV
* SMILES: [H]/N=N/C=O.N=C=O.N

Version x
DFT (ωB97M-V/def2-TZVPD) results for 2 unconnected molecules or ions with the total composition C2H6N4O2.

```
14
Properties=species:S:1:pos:R:3:mulliken_charge:R:1
C -1.026 -0.368 -1.457 -0.014
C 0.755 0.130 0.251 0.372
H -0.042 -0.962 1.699 0.285
H -0.293 -2.415 0.588 0.290
H -0.610 0.514 -1.821 0.484
H 1.792 -1.160 1.260 0.254
H 1.584 2.006 0.357 0.316
H -1.222 2.078 0.328 0.352
N -0.888 -1.507 0.751 -0.741
N -0.317 -0.663 -0.289 0.298
N 1.811 -0.134 0.942 -0.693
N 0.797 1.533 -0.225 -0.251
O -1.890 -1.094 -1.814 -0.504
O -0.451 2.041 -0.572 -0.449
```

Summary:
* Kohn-Sham gap: 9.80 eV
* E_HOMO: -9.75 eV

Most favorable first, least favorable last: version w, version x

Version w
DFT (ωB97M-V/def2-TZVPD) results for a gas-phase ion, C7H14N (charge +2).

```
22
Properties=species:S:1:pos:R:3:mulliken_spin:R:1
C -1.460 -0.275 -2.788 0.014
C -0.518 0.602 -1.913 0.018
C 0.145 -0.022 -0.725 0.348
C 0.329 0.647 0.460 0.004
C 1.061 0.134 1.546 0.251
C 1.011 0.796 2.771 0.214
C 1.819 0.551 3.950 0.019
N -1.604 -1.722 -2.404 0.002
H -1.182 -0.185 -3.838 -0.003
H -2.468 0.129 -2.790 -0.001
H -1.021 1.533 -1.678 0.003
H 0.324 0.863 -2.561 0.044
H 0.843 -0.826 -0.973 0.004
H -0.213 1.576 0.653 -0.003
H 1.531 -0.845 1.445 0.006
H 0.436 1.713 2.842 0.007
H 2.312 1.480 4.246 0.030
H 2.492 -0.301 3.866 -0.003
H 1.168 0.341 4.814 0.045
H -1.768 -1.789 -1.397 0.001
H -0.801 -2.305 -2.651 0.001
H -2.436 -2.094 -2.874 -0.001
```

Summary:
* <S²>: 0.783
* multiplicity: 2
* charge: +2
* Kohn-Sham gap (spin up / spin down): 9.24 / 8.52 eV
* E_HOMO (spin up / spin down): -17.40 / -19.32 eV

Version x
DFT (ωB97M-V/def2-TZVPD) results for 2 unconnected molecules or ions with the total composition C7H14N.

```
22
Properties=species:S:1:pos:R:3:mulliken_spin:R:1
C 1.916 1.125 -1.381 0.001
C 2.221 0.517 -2.523 0.002
C 1.786 0.914 0.996 0.000
N 1.905 0.385 -0.163 0.004
H 1.660 2.171 -1.280 0.000
H 2.458 -0.542 -2.554 0.000
H 2.246 1.097 -3.433 0.000
H 1.818 0.278 1.873 -0.001
H 1.703 1.993 1.077 -0.001
H 1.956 -0.627 -0.258 -0.001
C -1.768 0.033 0.855 0.353
C -1.477 -1.250 0.390 0.362
C -1.017 -2.339 1.269 0.043
C -2.278 1.125 0.011 0.048
H -1.626 0.257 1.914 0.013
H -1.658 -1.473 -0.660 0.014
H -1.441 -3.302 0.968 0.023
H 0.076 -2.462 1.201 0.059
H -1.259 -2.147 2.317 0.002
H -2.580 0.752 -0.969 -0.007
H -1.502 1.887 -0.139 0.051
H -3.139 1.608 0.488 0.035
```

Summary:
* <S²>: 0.752
* multiplicity: 2
* charge: +2
* Kohn-Sham gap (spin up / spin down): 9.48 / 6.50 eV
* E_HOMO (spin up / spin down): -18.36 / -18.37 eV

Most favorable first, least favorable last: version w, version x

Version w
DFT (ωB97M-V/def2-TZVPD) results for 2 unconnected molecules or ions with the total composition C5H15N2O.

```
23
Properties=species:S:1:pos:R:3:mulliken_charge:R:1
C -0.637 2.515 1.076 -1.007
C -1.171 1.286 1.694 -0.495
C -0.104 0.267 1.925 -0.683
C 0.617 -0.162 0.494 -0.739
N 0.322 -2.694 -0.989 -0.332
C -0.495 -1.618 -1.131 0.154
N -0.382 -0.482 -0.487 0.082
H 0.363 2.748 1.541 0.260
H -0.596 2.705 -0.020 0.294
H -1.343 3.355 1.380 0.356
H -1.701 1.544 2.667 0.328
H -2.144 0.948 1.236 0.323
H 0.566 0.627 2.733 0.355
H -0.427 -0.737 2.364 0.324
H 1.308 -1.008 0.842 0.359
H 1.300 0.632 0.080 0.295
H 1.033 -2.696 -0.297 0.202
H -0.036 -3.576 -1.228 0.265
H -1.396 -1.727 -1.810 0.342
H -1.084 0.371 -0.707 0.314
H 1.741 1.368 -2.582 0.292
H 1.961 -0.146 -2.696 0.293
O 1.452 0.512 -2.191 -0.582
```

Summary:
* charge: +1
* Kohn-Sham gap: 11.00 eV
* E_HOMO: -14.17 eV

Version x
DFT (ωB97M-V/def2-TZVPD) results for 2 unconnected molecules or ions with the total composition C5H15N2O.

```
23
Properties=species:S:1:pos:R:3:mulliken_charge:R:1
C -0.990 1.759 0.067 -0.931
N 0.142 2.443 0.661 -0.550
C -0.681 0.256 -0.100 0.170
N 0.763 0.110 -0.436 0.042
C 1.450 -0.854 0.488 -0.692
C 0.273 -1.553 1.159 -0.551
C -0.868 -0.528 1.195 -0.922
H -1.104 2.203 -0.925 0.445
H -1.935 1.959 0.517 0.440
H 0.243 3.422 0.429 0.237
H 0.213 2.439 1.668 0.176
H -1.262 -0.078 -0.951 0.246
H 1.285 0.988 -0.370 0.464
H 0.815 -0.184 -1.416 0.332
H 2.027 -0.338 1.250 0.341
H 2.058 -1.591 -0.014 0.319
H -0.049 -2.406 0.585 0.339
H 0.453 -1.920 2.168 0.379
H -1.830 -1.046 1.253 0.353
H -1.036 0.055 2.097 0.374
H 0.794 -1.722 -3.293 0.298
H -0.768 -1.811 -3.284 0.301
O 0.007 -1.604 -2.749 -0.610
```

Summary:
* charge: +1
* Kohn-Sham gap: 11.01 eV
* E_HOMO: -13.77 eV

Most favorable first, least favorable last: version x, version w